{
  "formula": "C49H47BrCl2KN7O2Si",
  "method": "ωB97M-V/def2-TZVPD",
  "symbols": ["K", "Cl", "C", "C", "C", "N", "C", "O", "C", "C", "C", "C", "C", "N", "C", "C", "C", "Cl", "N", "C", "O", "C", "C", "C", "C", "C", "N", "H", "H", "H", "H", "H", "H", "H", "H", "H", "H", "C", "C", "C", "C", "C", "Br", "N", "C", "H", "H", "H", "H", "H", "H", "C", "Si", "C", "N", "C", "C", "C", "C", "C", "C", "C", "C", "C", "C", "C", "C", "C", "C", "C", "C", "C", "H", "H", "H", "H", "H", "H", "H", "H", "H", "H", "H", "H", "H", "H", "H", "H", "H", "H", "H", "H", "H", "H", "H", "H", "N", "C", "C", "C", "C", "C", "C", "H", "H", "H", "H", "H", "H", "H"],
  "xyz": [[2.345, 1.467, 0.213], [9.538, 0.368, 1.527], [8.028, 0.537, 0.664], [6.853, 0.662, 1.381], [5.612, 0.806, 0.761], [4.487, 1.086, 1.554], [4.084, 0.187, 2.423], [4.434, -1.009, 2.575], [3.011, 0.662, 3.393], [3.371, 0.870, 4.723], [2.381, 1.181, 5.634], [1.066, 1.267, 5.193], [0.803, 1.059, 3.851], [1.755, 0.768, 2.959], [5.559, 0.814, -0.658], [6.764, 0.697, -1.360], [7.980, 0.562, -0.719], [9.436, 0.432, -1.681], [4.362, 1.094, -1.320], [4.092, 0.490, -2.460], [4.651, -0.473, -3.024], [2.912, 1.109, -3.224], [2.655, 0.626, -4.508], [1.660, 1.215, -5.265], [0.941, 2.270, -4.721], [1.241, 2.662, -3.427], [2.196, 2.102, -2.688], [6.888, 0.650, 2.462], [4.407, 0.767, 5.015], [2.624, 1.343, 6.678], [0.253, 1.492, 5.871], [-0.207, 1.127, 3.463], [6.735, 0.689, -2.440], [3.261, -0.196, -4.861], [1.446, 0.862, -6.267], [0.156, 2.766, -5.277], [0.685, 3.464, -2.949], [-3.198, -0.380, 3.039], [-2.592, 0.818, 2.354], [-2.811, 2.110, 2.885], [-1.864, 3.102, 2.518], [-1.077, 2.874, 1.439], [0.492, 3.970, 1.118], [-1.335, 1.821, 0.533], [-1.744, 0.653, 1.292], [-2.738, -0.555, 4.015], [-3.091, -1.283, 2.435], [-4.267, -0.219, 3.205], [-3.474, 2.260, 3.729], [-1.703, 3.980, 3.135], [-1.330, -0.301, 0.983], [-2.329, 2.221, -0.473], [-2.790, 0.828, -1.649], [-1.275, -0.171, -2.202], [-0.704, -1.162, -1.301], [0.665, -1.547, -1.664], [0.712, -2.712, -2.647], [0.092, -3.966, -1.997], [-0.818, -3.580, -0.823], [-1.594, -2.316, -1.159], [-4.289, -0.207, -1.162], [-5.058, 0.096, -0.037], [-6.193, -0.642, 0.275], [-6.581, -1.703, -0.529], [-5.835, -2.017, -1.658], [-4.709, -1.269, -1.969], [-3.343, 1.712, -3.243], [-2.448, 2.574, -3.885], [-2.793, 3.254, -5.044], [-4.058, 3.091, -5.593], [-4.967, 2.248, -4.971], [-4.610, 1.569, -3.812], [-3.241, 2.630, -0.005], [-1.903, 3.035, -1.073], [-0.527, 0.612, -2.381], [-1.497, -0.603, -3.201], [1.219, -1.828, -0.761], [1.162, -0.670, -2.075], [1.744, -2.890, -2.953], [0.158, -2.435, -3.549], [0.875, -4.643, -1.649], [-0.493, -4.515, -2.741], [-0.228, -3.420, 0.081], [-1.519, -4.387, -0.598], [-2.354, -2.098, -0.402], [-2.143, -2.495, -2.104], [-4.753, 0.905, 0.616], [-6.767, -0.392, 1.160], [-7.459, -2.287, -0.278], [-6.130, -2.844, -2.294], [-4.142, -1.521, -2.860], [-1.458, 2.722, -3.468], [-2.078, 3.916, -5.517], [-4.334, 3.622, -6.497], [-5.960, 2.119, -5.387], [-5.339, 0.922, -3.339], [1.349, -2.174, 2.090], [1.071, -2.399, 3.434], [-0.248, -2.566, 3.864], [-0.530, -2.811, 5.198], [0.494, -2.902, 6.132], [1.806, -2.738, 5.704], [2.103, -2.490, 4.374], [0.644, -1.617, 1.624], [2.275, -1.792, 1.939], [-1.049, -2.485, 3.141], [-1.563, -2.921, 5.508], [0.272, -3.085, 7.177], [2.618, -2.785, 6.421], [3.121, -2.315, 4.045]],
  "relative_energy_kcal_mol": 1.2,
  "lumo_ev": 3.72,
  "total_charge": -2,
  "homo_lumo_gap_ev": 4.928
}



{
  "formula": "C49H47CaN4O7PS",
  "method": "ωB97M-V/def2-TZVPD",
  "symbols": ["Ca", "C", "N", "C", "C", "C", "C", "C", "N", "C", "C", "C", "C", "C", "C", "H", "H", "H", "H", "H", "H", "H", "H", "H", "H", "H", "O", "S", "O", "O", "C", "C", "C", "C", "C", "C", "P", "C", "C", "C", "C", "C", "C", "C", "C", "C", "C", "C", "C", "H", "H", "H", "H", "H", "H", "H", "H", "H", "H", "H", "H", "H", "H", "O", "C", "O", "C", "C", "C", "C", "C", "C", "N", "O", "O", "H", "H", "H", "H", "C", "C", "C", "C", "C", "C", "C", "C", "N", "C", "C", "C", "C", "H", "H", "H", "H", "H", "H", "H", "H", "H", "H", "H", "H", "H", "H", "H", "H", "H", "H"],
  "xyz": [[-0.097, 0.119, 0.251], [-1.146, 3.065, 2.098], [-1.010, 1.626, 1.994], [-1.436, 0.933, 2.998], [-1.406, -0.483, 3.068], [-1.949, -1.283, 4.088], [-1.742, -2.600, 3.687], [-1.082, -2.524, 2.447], [-0.877, -1.262, 2.064], [-2.569, 3.562, 1.952], [-3.523, 2.828, 1.255], [-4.820, 3.303, 1.121], [-5.180, 4.526, 1.667], [-4.230, 5.273, 2.354], [-2.939, 4.790, 2.497], [-0.543, 3.521, 1.308], [-0.737, 3.438, 3.046], [-1.874, 1.441, 3.868], [-2.433, -0.927, 4.987], [-2.013, -3.502, 4.216], [-0.725, -3.346, 1.844], [-3.242, 1.878, 0.818], [-5.548, 2.707, 0.584], [-6.195, 4.892, 1.567], [-4.501, 6.228, 2.790], [-2.203, 5.367, 3.047], [3.080, 0.419, -2.426], [1.701, 0.534, -2.030], [1.041, -0.721, -1.658], [1.416, 1.556, -1.013], [0.834, 1.101, -3.498], [1.412, 0.745, -4.712], [0.838, 1.132, -5.909], [-0.320, 1.896, -5.894], [-0.893, 2.248, -4.685], [-0.343, 1.852, -3.463], [-1.178, 2.404, -1.889], [-0.709, 4.187, -1.998], [0.378, 4.574, -1.211], [0.842, 5.882, -1.234], [0.220, 6.828, -2.035], [-0.860, 6.455, -2.824], [-1.315, 5.144, -2.809], [-2.931, 2.390, -2.422], [-3.823, 3.383, -2.022], [-5.182, 3.268, -2.288], [-5.672, 2.144, -2.936], [-4.795, 1.131, -3.305], [-3.438, 1.251, -3.052], [2.329, 0.173, -4.691], [1.297, 0.846, -6.848], [-0.779, 2.218, -6.821], [-1.802, 2.837, -4.688], [0.878, 3.832, -0.601], [1.691, 6.158, -0.620], [0.574, 7.852, -2.046], [-1.351, 7.186, -3.455], [-2.157, 4.869, -3.432], [-3.464, 4.248, -1.476], [-5.857, 4.053, -1.965], [-6.733, 2.047, -3.131], [-5.164, 0.225, -3.769], [-2.782, 0.425, -3.301], [-2.911, -1.824, -2.348], [-2.741, -1.340, -1.225], [-2.021, -0.347, -0.906], [-3.471, -1.987, -0.056], [-3.882, -3.311, -0.141], [-4.529, -3.925, 0.925], [-4.800, -3.210, 2.079], [-4.402, -1.884, 2.134], [-3.728, -1.265, 1.100], [-4.722, -1.105, 3.339], [-5.238, -1.693, 4.276], [-4.619, 0.104, 3.277], [-3.678, -3.843, -1.060], [-4.821, -4.966, 0.858], [-5.297, -3.654, 2.929], [-3.386, -0.246, 1.196], [1.705, -4.793, 0.182], [1.978, -3.806, 1.290], [2.132, -4.258, 2.608], [2.339, -3.318, 3.610], [2.453, -3.764, 5.048], [2.418, -1.961, 3.324], [2.270, -1.448, 2.002], [2.047, -2.462, 1.010], [2.251, -0.174, 1.566], [3.047, 0.910, 2.127], [3.790, 0.678, 3.456], [4.129, 1.252, 1.081], [2.165, 2.149, 2.315], [2.398, -5.638, 0.222], [1.794, -4.317, -0.796], [0.692, -5.200, 0.262], [2.063, -5.316, 2.844], [2.250, -4.833, 5.146], [1.740, -3.226, 5.678], [3.454, -3.572, 5.447], [2.505, -1.289, 4.165], [1.966, -2.129, -0.019], [4.391, -0.232, 3.425], [3.105, 0.614, 4.303], [4.460, 1.526, 3.633], [4.806, 0.402, 0.966], [4.715, 2.132, 1.377], [3.663, 1.439, 0.115], [1.385, 1.944, 3.051], [1.686, 2.411, 1.369], [2.757, 3.008, 2.653]],
  "relative_energy_kcal_mol": 16.5,
  "lumo_ev": 4.04,
  "total_charge": -2,
  "homo_lumo_gap_ev": 4.847
}